This record from the Open Molecules 2025 dataset describes a gas-phase ion, C9H17N2O (charge +1). The level of theory is wB97M-V/def2-TZVPD.

CARTESIAN COORDINATES (ANGSTROEM)
C 2.98943 0.62149 0.30695
C 1.64859 0.94219 0.52289
C 1.03241 1.82759 1.66540
N 0.72610 0.49624 -0.60938
C 0.99038 1.09941 -1.90404
C 0.61919 -1.05807 -0.69647
C -0.78042 -1.69328 -0.85659
C -1.69733 -1.25607 0.25903
C -1.70629 -2.06717 1.52851
C -2.22308 -0.07108 0.17396
N -2.18358 1.07888 -0.25555
O -3.36147 1.68155 -0.81731
H 3.74590 1.04396 0.94750
H 3.32119 -0.09466 -0.41045
H 0.91846 2.86721 1.40513
H 1.79857 1.72333 2.42551
H 0.13316 1.39197 2.11572
H -0.21640 0.81829 -0.24650
H 1.75893 0.54152 -2.47332
H 0.01481 1.16598 -2.39370
H 1.36942 2.14612 -1.76127
H 1.08157 -1.55798 0.16822
H 1.28841 -1.57733 -1.45516
H -0.64704 -2.82981 -0.75101
H -1.15513 -1.45983 -1.80766
H -0.80695 -2.05700 2.00244
H -2.17566 -3.09677 1.41694
H -2.46189 -1.57598 2.23017
H -4.02127 0.94929 -0.72995

Atomic forces in eV per Å
C -3.7 1.2 1.6
C 3.0 -0.1 -1.1
C 1.3 -1.9 -0.9
N -0.9 -1.9 2.7
C 0.4 1.7 -0.9
C 1.1 -2.1 0.0
C 0.7 -1.1 1.2
C 0.6 -1.0 1.0
C -5.2 0.1 -0.2
C 0.1 -0.1 -0.9
N -1.1 2.0 0.0
O 0.6 -1.9 0.7
H 0.0 -0.1 0.3
H 0.0 -0.1 -0.7
H -0.2 0.2 -0.2
H 0.1 0.4 0.3
H 0.0 0.1 -0.5
H 0.8 -0.2 -0.9
H -0.7 0.2 0.4
H 0.4 -0.2 -0.4
H -0.4 -1.0 0.0
H -0.3 1.1 0.5
H -0.7 1.7 0.1
H 0.0 1.6 -0.5
H -0.7 0.1 -1.4
H 2.7 -0.4 1.2
H 1.1 1.1 -0.2
H 1.1 -0.5 -0.7
H 0.1 0.9 -0.3

Results
**Energy above the lowest of the compared OMol25 structures with the same formula, charge and spin**: 4.856 eV
**LUMO energy**: -3.2048 eV
**Gap between HOMO and LUMO**: 9.89 eV
**Charge**: +1
**Maximum force**: 0.1012 Eh/bohr
**HOMO level**: -13.10 eV
**E_tot**: -537.4594 hartree

***

This record from the Open Molecules 2025 dataset describes C4H5N3O in the gas phase. The level of theory is wB97M-V/def2-TZVPD.

CARTESIAN COORDINATES (ANGSTROEM)
N -0.56610 -3.47161 2.09802
C -0.53144 -2.49975 1.45007
C -0.21867 -1.23683 0.76811
N -0.86877 -1.07152 -0.27800
N -0.85057 0.07873 -0.98661
C 0.40944 0.83785 -0.94894
C 0.47481 1.82887 0.17465
O -0.33543 1.91273 1.11031
H 0.59900 -0.57069 1.10945
H -1.26692 -0.02238 -1.88204
H 1.30059 0.22615 -0.86777
H 0.53716 1.44887 -1.86286
H 1.31690 2.53958 0.11562

Atomic forces in eV per Å
N -0.3 1.9 -1.4
C 1.3 -1.0 1.5
C 1.2 -0.9 1.3
N -2.6 0.7 -2.0
N 2.2 0.1 1.0
C -1.1 0.9 -0.4
C -2.1 0.6 2.5
O 2.0 -0.3 -2.4
H -0.7 -0.6 0.4
H -0.2 -0.3 -0.6
H 0.3 -0.5 -0.1
H -0.2 -0.4 0.2
H 0.1 -0.1 0.0

Results
**Energy above the lowest of the compared OMol25 structures with the same formula, charge and spin**: 3.444 eV
**LUMO energy**: 0.4476 eV
**Gap between HOMO and LUMO**: 10.22 eV
**Maximum force**: 0.0647 Eh/bohr
**HOMO level**: -9.77 eV
**E_tot**: -394.8410 hartree

***

This record from the Open Molecules 2025 dataset describes a molecular structure, C16H47O8. The level of theory is wB97M-V/def2-TZVPD.

CARTESIAN COORDINATES (ANGSTROEM)
C 24.85616 -18.72254 -0.73222
C 24.88387 -20.17703 -0.35228
C 23.44492 -20.62636 -0.15085
O 25.67886 -20.99343 -1.19231
H 24.32327 -18.52757 -1.66288
H 25.79890 -18.22663 -0.96334
H 24.35211 -18.05944 -0.02913
H 25.23225 -20.03309 0.67047
H 22.90437 -20.55331 -1.09455
H 22.92830 -20.02049 0.59354
H 23.20603 -21.67052 0.05103
C 23.40472 -15.06805 2.47085
C 22.51722 -15.62290 1.38415
C 23.19847 -16.64499 0.51982
O 21.44628 -16.28725 1.99975
H 22.82789 -14.69414 3.31676
H 24.15292 -14.37869 2.07961
H 24.11109 -15.80969 2.84383
H 22.06193 -14.79708 0.83748
H 24.08161 -16.06285 0.25661
H 22.61336 -16.82740 -0.38154
H 23.56476 -17.55315 0.99856
H 20.78907 -15.67200 2.33315
C 21.39320 -17.43318 -3.64173
C 22.52530 -16.88442 -2.73990
C 22.62393 -17.78158 -1.44405
O 23.66972 -16.93830 -3.50225
H 20.40453 -17.43365 -3.18279
H 21.53962 -18.48590 -3.88344
H 21.44377 -16.95588 -4.62036
H 22.26265 -15.83668 -2.59379
H 22.92729 -18.72635 -1.89514
H 21.67993 -17.97004 -0.93274
H 23.40216 -17.49653 -0.73608
H 23.32709 -16.61999 -4.34063
C 23.35745 -21.17919 2.43181
C 24.02314 -19.84009 2.77689
C 23.06580 -18.69593 2.53420
O 24.50206 -19.87088 4.09329
H 22.67093 -21.55442 3.19075
H 24.02004 -22.04399 2.39671
H 22.73673 -21.02842 1.54860
H 24.93629 -19.68943 2.20108
H 23.48503 -17.76180 2.90801
H 22.07058 -18.99646 2.86178
H 22.88127 -18.47607 1.48268
H 25.02817 -19.08716 4.26822
C 21.37377 -20.31213 -2.08721
O 20.39217 -21.08192 -2.60017
H 21.69075 -19.52656 -2.77315
H 20.98174 -19.86699 -1.17273
H 22.18753 -20.99475 -1.84239
H 19.63918 -20.53599 -2.83804
C 21.64911 -22.13932 0.41468
O 22.67440 -23.01467 -0.07781
H 21.35029 -21.42640 -0.35380
H 20.81812 -22.78416 0.70058
H 21.89084 -21.54384 1.29506
H 22.87305 -23.69405 0.57071
C 25.70105 -16.82457 -2.29640
O 25.26503 -17.80187 -3.21119
H 26.73314 -16.57377 -2.54129
H 25.16730 -15.90775 -2.54673
H 25.45712 -17.08356 -1.26610
H 24.35938 -17.71159 -3.51655
C 25.56312 -17.75339 1.50990
O 26.95452 -17.67381 1.81941
H 25.28387 -18.76383 1.21134
H 24.94635 -17.52834 2.37999
H 25.33922 -17.17019 0.61667
H 27.41211 -17.78063 0.98227

Atomic forces in eV per Å
C 0.2 -1.0 -2.3
C 1.2 -1.3 -1.1
C 0.6 1.1 -1.9
O -1.5 1.3 1.5
H 2.0 -1.5 0.7
H 0.6 -2.6 1.3
H 0.9 -1.9 -1.0
H 1.0 -1.5 0.3
H 2.4 1.1 1.8
H 0.0 0.7 -1.2
H 3.2 2.2 -0.1
C 1.2 0.0 0.2
C -0.1 -0.1 1.4
C -0.8 6.1 2.7
O -1.5 -1.0 0.6
H 0.1 0.4 -0.1
H -0.4 0.8 -0.1
H -0.5 -0.4 0.3
H 0.4 0.2 -0.7
H 0.2 -0.1 -0.8
H -0.7 3.2 4.0
H -0.9 2.1 -0.4
H 0.1 0.1 0.0
C 0.1 -0.6 0.1
C -3.7 -1.0 1.7
C -0.4 -2.1 -6.0
O -10.9 8.0 -2.8
H -0.1 0.6 -0.1
H 0.4 0.3 -0.1
H -0.5 0.5 0.0
H 0.2 0.3 0.7
H -0.7 0.2 0.2
H -0.2 0.4 -0.2
H -0.7 -2.3 -4.3
H 0.5 0.3 -0.8
C 0.4 0.4 2.1
C 0.3 -1.0 -0.4
C -0.7 -0.9 0.1
O -0.3 -0.3 1.9
H -0.3 0.7 0.8
H 0.5 0.3 -0.8
H 3.0 0.5 2.3
H -0.9 -0.9 0.2
H -1.1 -0.3 0.7
H 0.0 0.5 0.8
H -0.2 -1.5 1.0
H 0.1 0.1 -0.1
C 0.0 0.4 -0.4
O -2.7 -1.8 -1.8
H 0.0 -0.8 0.4
H 0.5 0.4 0.3
H -1.2 0.1 -1.6
H -0.1 -0.1 -0.1
C -3.2 -1.8 -0.2
O -1.2 -1.9 0.0
H -0.2 -1.1 0.4
H -0.5 0.0 -0.1
H -2.0 -1.9 -1.1
H -0.1 -0.1 0.2
C -0.5 1.2 -2.6
O 11.1 -4.1 2.0
H 0.4 -0.3 0.7
H 0.0 0.7 0.2
H 0.7 1.8 -0.9
H 2.4 -3.3 0.1
C 1.7 0.3 0.3
O -0.1 0.2 0.5
H 0.9 1.1 0.4
H 1.1 0.7 -0.2
H 0.9 0.7 1.4
H 0.1 -0.2 0.0

Results
**Energy above the lowest of the compared OMol25 structures with the same formula, charge and spin**: 23.580 eV
**LUMO energy**: 2.2612 eV
**Gap between HOMO and LUMO**: 4.49 eV
**Charge**: -1
**Maximum force**: 0.2697 Eh/bohr
**HOMO level**: -2.23 eV
**E_tot**: -1238.7773 hartree

***

Question: Number 3 is which compound?
Answer: C16H47O8

***

Question: What is the formula in the third record?
Answer: C16H47O8